Entry 1:
Formula: C30H35O2Ti
Source: the Open Molecules 2025 dataset
Level of theory: the ωB97M-V functional and the def2-TZVPD basis

Total charge: -1
Expectation value of S²: 2.01
Kohn-Sham gap (alpha / beta): 4.378 / 4.395 eV
Highest occupied orbital energy (alpha / beta): -0.1042 / -0.1042 Ha
E_tot: -58885.9028 eV
ΔE to the lowest compared entry with this formula, charge and spin: 0.0000 eV
Multiplicity: 3

Geometry as XYZ:
```
68
C30H35O2Ti | the Open Molecules 2025 dataset | the ωB97M-V functional and the def2-TZVPD basis
C 0.5374 -1.1716 0.7396
C -0.7544 -1.6552 0.3669
C -0.6316 -2.3562 -0.8758
H -1.6505 -1.5645 0.9818
C 0.7336 -2.2414 -1.3142
C 1.4612 -1.4396 -0.3416
H 2.5018 -1.0860 -0.3857
H 0.8027 -0.9285 1.7736
H -1.4020 -2.9823 -1.3380
H 1.1733 -2.8170 -2.1362
C -0.8098 2.2200 -0.7571
C -0.6953 1.5643 0.5092
C 0.6792 1.2023 0.7036
H -1.4680 1.4331 1.2680
C 1.4203 1.5766 -0.4776
C 0.5021 2.2632 -1.3481
H 0.7733 2.8119 -2.2565
H -1.7129 2.6667 -1.1798
H 1.1088 0.8966 1.6603
H 2.4915 1.3989 -0.6339
Ti -0.0108 -0.0300 -1.1073
O 0.0318 -0.2772 -3.2696
C -1.2567 -0.6090 -3.8373
C -0.1315 -0.9983 -4.7485
H -1.8263 -1.4177 -3.3564
H -1.8435 0.2729 -4.1175
H 0.2188 -2.0279 -4.6904
H 1.1331 -1.8935 -6.9797
C 0.7502 -0.8675 -7.0826
C 0.1180 -0.2536 -5.9627
C -0.3423 1.0823 -6.0901
H -0.8136 1.5869 -5.2340
C -0.2733 1.7195 -7.3285
H -0.6605 2.7337 -7.4316
C 0.3010 1.1055 -8.4537
H 0.3690 1.6254 -9.4182
C 0.8068 -0.1987 -8.2993
H 1.2716 -0.6903 -9.1514
C -2.0787 3.3327 4.7600
C -0.8965 2.3826 4.8705
C 0.3378 3.0604 5.4631
C -1.2444 1.1322 5.6401
C -1.4188 1.0840 7.0043
C -1.6602 -0.1330 7.6732
C -1.6332 -1.3151 6.9277
C -1.4626 -1.2857 5.5579
C -1.2419 -2.5070 4.7009
C 0.1142 -3.1317 5.0240
C -2.3929 -3.4829 4.8155
C -1.4338 -0.0540 4.8170
O -1.4603 0.0166 3.5383
H -2.3292 3.7062 5.7620
H -2.9316 2.7943 4.3238
H -1.8147 4.1672 4.0934
H -0.6376 2.0756 3.8467
H 0.1120 3.4142 6.4823
H 1.1436 2.3057 5.5040
H 0.6357 3.8990 4.8100
H -1.3410 2.0147 7.5884
H -1.8878 -0.1526 8.7484
H -1.6676 -2.2952 7.4314
H -1.2009 -2.1465 3.6617
H 0.0985 -3.4941 6.0619
H 0.3222 -3.9541 4.3195
H 0.8918 -2.3592 4.9064
H -3.3164 -2.9489 4.5496
H -2.2477 -4.3007 4.0969
H -2.4607 -3.8605 5.8454
```

natural (NBO) population analysis, charges in e, atoms 1 to 2: C -0.271; C -0.307

***

Entry 2:
Formula: C30H36AuCl5NOP2
Source: the Open Molecules 2025 dataset
Level of theory: the ωB97M-V functional and the def2-TZVPD basis

Total charge: +1
Expectation value of S²: 2.10
Kohn-Sham gap (alpha / beta): 8.398 / 5.822 eV
Highest occupied orbital energy (alpha / beta): -0.3903 / -0.3965 Ha
E_tot: -120105.7423 eV
Multiplicity: 3

Geometry as XYZ:
```
76
C30H36AuCl5NOP2 | the Open Molecules 2025 dataset | the ωB97M-V functional and the def2-TZVPD basis
Au 0.1152 0.2428 0.2352
C 2.6098 -2.0514 -1.2489
C 2.6161 -2.3509 0.2382
C 1.9362 -3.6075 0.7111
P 1.9537 -0.8907 1.1732
C 3.3945 0.1373 1.7745
C 2.9798 1.2870 2.7101
C 4.1587 0.7166 0.5399
C 1.1719 -1.6113 2.6039
C 1.9818 -2.1848 3.6329
C 1.4915 -3.1522 4.4820
C 0.1806 -3.5391 4.4587
C -0.6753 -2.9793 3.5424
C -0.2248 -1.9954 2.6656
N -1.1743 -1.2903 1.8209
C -2.0069 -1.8478 0.9136
C -2.2008 -3.2728 0.7928
C -3.2680 -3.7283 -0.0158
C -3.9982 -2.8872 -0.7816
C -3.6816 -1.4646 -0.8433
C -2.6707 -0.9543 -0.0676
P -2.0708 0.7470 -0.3378
C -3.1199 1.9843 0.5048
C -2.5776 2.4122 1.8810
C -4.4828 1.3534 0.7614
C -2.2374 1.0198 -2.1545
C -1.6194 -0.1225 -2.9222
C -3.6203 1.6080 -2.6758
H 3.4161 -2.5718 -1.8063
H 2.7614 -1.0197 -1.4719
H 1.7649 -2.5065 -1.6894
H 3.6778 -2.5042 0.5382
H 0.9146 -3.4115 0.9096
H 2.3751 -4.1057 1.6033
H 2.0738 -4.3233 -0.0530
H 4.1915 -0.5493 2.2805
H 2.2413 1.8409 2.2053
H 3.9229 1.9059 2.9713
H 2.7438 0.9744 3.7182
H 3.5098 1.1761 -0.2059
H 4.7413 -0.0683 0.0575
H 4.9021 1.4627 0.9546
H 3.0580 -2.0512 3.6552
H 2.0499 -3.6217 5.2881
H -0.1861 -4.1587 5.2771
H -1.7451 -3.0794 3.7203
H -1.9173 -3.9029 1.6510
H -3.4906 -4.8196 0.0562
H -4.8536 -3.1740 -1.3671
H -4.1596 -0.8451 -1.6325
H -3.0618 2.7621 -0.2508
H -2.2839 1.6096 2.6250
H -3.3246 3.0258 2.3645
H -1.6671 3.0339 1.7052
H -4.4119 0.6490 1.5956
H -4.8949 0.8219 -0.0815
H -5.1802 2.1130 1.0225
H -1.5618 1.8679 -2.1911
H -2.2315 -1.0555 -2.9851
H -0.6024 -0.5093 -2.5466
H -1.4762 0.1403 -3.9697
H -4.4554 0.9202 -2.5584
H -3.5428 1.8198 -3.7734
H -3.8032 2.5664 -2.1898
Cl 3.5830 6.5605 -4.0191
C 2.7668 5.1611 -3.6729
C 1.5257 5.2312 -3.0343
Cl 0.6739 6.7248 -2.9126
C 0.8468 4.0724 -2.6504
Cl -0.5501 4.1302 -1.6095
C 1.4251 2.7003 -2.8731
O 0.9022 1.6823 -2.4862
C 2.7351 2.8051 -3.6328
Cl 3.5397 1.2057 -3.9426
C 3.3652 3.9498 -4.0341
Cl 4.7310 3.7867 -4.9540
```

Mulliken population analysis, charges in e, atoms 1 to 2: Au 0.374; C -1.676

***

Entry 3:
Formula: C30H36AuN4O6S2Si
Source: the Open Molecules 2025 dataset
Level of theory: the ωB97M-V functional and the def2-TZVPD basis

Total charge: +1
Kohn-Sham gap: 5.718 eV
Highest occupied orbital energy: -0.4022 Ha
E_tot: -83174.7744 eV
ΔE to the lowest compared entry with this formula, charge and spin: 0.0000 eV

Geometry as XYZ:
```
80
C30H36AuN4O6S2Si | the Open Molecules 2025 dataset | the ωB97M-V functional and the def2-TZVPD basis
Au -0.2981 -0.3881 0.7417
O 6.5975 -0.6525 -0.1887
C 6.0138 0.5618 0.2326
C 4.5871 0.3202 0.6117
C 3.8469 1.3013 1.2508
C 2.5052 1.0788 1.4796
N 1.9065 -0.0685 1.1692
C 2.6349 -1.0507 0.6235
C 3.9668 -0.8867 0.3178
C 1.9138 -2.3169 0.4412
C 2.5319 -3.5153 0.1347
C 1.7970 -4.6908 0.1190
C 2.4702 -6.0048 -0.1982
O 3.6166 -5.8537 -1.0032
C 0.4439 -4.6371 0.4416
C -0.1274 -3.4166 0.7176
N 0.5906 -2.2856 0.6967
H 7.4980 -0.4846 -0.4780
H 6.0165 1.3085 -0.5695
H 6.5450 0.9908 1.0879
H 4.2935 2.2452 1.5350
H 1.8869 1.8350 1.9469
H 4.5397 -1.6666 -0.1631
H 3.5911 -3.5636 -0.0761
H 1.7466 -6.6975 -0.6336
H 2.8113 -6.4400 0.7437
H 3.3586 -5.7683 -1.9270
H -0.1650 -5.5318 0.4688
H -1.1762 -3.3286 0.9512
C -6.7280 0.3877 1.7300
Si -5.7803 0.0281 0.1508
C -5.5808 -1.8137 -0.1175
C -6.6354 0.8025 -1.3247
C -4.1390 0.9808 0.3483
C -4.1255 2.3633 0.1763
C -2.9443 3.1000 0.2436
C -1.7647 2.4409 0.4906
N -1.7696 1.1174 0.6880
C -2.8987 0.4175 0.6031
S -2.5064 -1.2715 0.8285
H -7.6876 -0.1369 1.7281
H -6.9326 1.4565 1.8297
H -6.1734 0.0665 2.6159
H -6.5587 -2.2322 -0.3636
H -5.2064 -2.3382 0.7656
H -4.9066 -2.0183 -0.9531
H -7.4177 0.1330 -1.6905
H -5.9250 0.9692 -2.1390
H -7.1071 1.7550 -1.0733
H -5.0539 2.8818 -0.0367
H -2.9402 4.1690 0.0880
H -0.8086 2.9445 0.5436
C 2.4855 -4.2759 -4.1672
C 1.3562 -3.2796 -4.2111
C 1.2101 -2.4059 -5.2842
C 0.1723 -1.4859 -5.3152
C -0.7197 -1.4341 -4.2560
C -0.6256 -2.3304 -3.2033
C 0.4144 -3.2417 -3.1837
S -2.0109 -0.2171 -4.2674
O -3.0637 -0.7262 -3.4271
O -2.2580 0.1093 -5.6390
N -1.5254 1.1722 -3.5226
C -0.3640 1.9270 -4.0045
C 1.0265 1.4122 -3.5950
C 1.2827 1.0358 -2.1014
O 2.4160 1.2792 -1.6837
O 0.3273 0.4794 -1.4416
H 3.0748 -4.2450 -5.0817
H 2.0960 -5.2889 -4.0458
H 3.1519 -4.0591 -3.3268
H 1.9163 -2.4426 -6.1053
H 0.0415 -0.8152 -6.1557
H -1.3736 -2.3067 -2.4213
H 0.4960 -3.9480 -2.3628
H -1.4822 1.0208 -2.5227
H -0.4627 2.9549 -3.6535
H -0.4551 1.9401 -5.0912
H 1.7805 2.1622 -3.8175
H 1.2568 0.5172 -4.1680
```

Mulliken population analysis, charges in e, atoms 1 to 2: Au 0.788; O -0.500

***

What is the formula in the third record? C30H36AuN4O6S2Si

***

E_tot of number 1 (C30H35O2Ti)? -58885.9028 eV

***

The lowest E_tot belongs to which entry? C30H36AuCl5NOP2